1.
{"formula": "C28H22N3O5Rh", "method": "ωB97M-V/def2-TZVPD", "homo_lumo_gap_ev": [4.68, 4.58], "homo_energy_ev": [-0.181, -0.087], "charge": -2, "spin_multiplicity": 1, "elements": ["C", "C", "H", "H", "C", "H", "C", "H", "H", "H", "C", "H", "N", "C", "O", "C", "C", "H", "H", "H", "C", "O", "N", "C", "C", "H", "C", "C", "H", "H", "H", "C", "C", "C", "C", "C", "C", "C", "C", "C", "O", "C", "C", "O", "H", "H", "H", "H", "N", "O", "C", "Rh", "H", "H", "C", "H", "C", "H", "C"], "positions_angstrom": [[1.023, 2.553, -1.006], [0.467, -2.104, 2.306], [-1.724, -0.633, 1.701], [-0.970, -0.841, -3.609], [-1.149, -0.087, 2.445], [-0.108, -0.662, -5.903], [-5.195, -4.059, -0.608], [0.900, 0.273, 4.720], [-5.754, -2.831, 1.068], [0.613, 4.305, -2.146], [1.360, 3.771, -1.574], [0.915, 2.251, 2.778], [-0.792, -1.071, -1.209], [-2.837, -2.475, -0.679], [3.168, -0.196, 4.196], [-3.035, -3.564, -1.588], [-4.188, -4.312, -1.549], [-0.521, -1.435, 4.030], [-2.253, 0.060, 4.334], [2.934, 5.222, -1.857], [2.631, 4.282, -1.416], [2.757, 0.287, 2.055], [1.912, 1.813, -0.329], [1.885, -0.138, -5.300], [4.852, 4.060, -0.406], [-6.107, -4.643, -0.600], [0.896, -0.358, -2.645], [3.535, 3.549, -0.649], [-4.318, -5.117, -2.265], [-3.723, -1.458, 1.021], [-2.262, -3.773, -2.316], [2.402, 0.057, 3.259], [-0.082, -0.932, 3.171], [-1.981, 0.691, 3.486], [2.245, -0.047, -2.911], [0.901, 0.196, 3.634], [0.068, -0.576, -3.771], [-4.996, -3.026, 0.316], [0.230, 1.440, 3.020], [-3.859, -2.253, 0.297], [0.266, -3.230, 2.775], [0.419, -0.501, -1.271], [3.140, 2.317, -0.142], [1.040, -1.879, 1.189], [3.822, 1.708, 0.440], [2.262, -0.041, -6.312], [-1.374, 2.801, 3.552], [-2.898, 1.082, 3.042], [5.894, 4.507, -0.224], [-0.397, 0.961, 1.832], [2.723, 0.066, -4.205], [1.447, -0.018, 0.360], [2.908, 0.063, -2.062], [3.769, 0.308, -4.367], [-1.686, -1.718, -0.754], [0.034, 2.126, -1.091], [0.555, -0.474, -5.064], [-0.769, 1.871, 4.935], [-0.995, 1.827, 3.868]], "forces_ev_per_angstrom": [[0.037, 0.267, -0.116], [0.060, -0.086, 0.058], [0.043, 0.065, -0.081], [-0.010, 0.036, -0.020], [0.051, -0.046, 0.209], [-0.022, 0.024, 0.022], [-0.003, -0.011, -0.050], [-0.051, -0.061, 0.022], [0.008, 0.036, -0.006], [0.019, 0.018, 0.009], [-0.221, 0.071, -0.089], [-0.004, 0.003, -0.060], [0.595, 0.171, 0.808], [-0.010, 0.122, 0.357], [0.047, 0.031, -0.035], [-0.052, 0.158, -0.122], [-0.103, 0.113, 0.033], [-0.001, 0.057, 0.063], [-0.017, 0.021, -0.012], [-0.062, 0.013, -0.003], [0.040, 0.256, -0.053], [-0.234, 0.115, 0.016], [0.028, -0.741, 0.083], [0.038, 0.014, 0.037], [-0.141, -0.122, -0.030], [0.030, -0.035, 0.032], [-0.192, -0.357, -0.124], [-0.259, -0.224, -0.039], [0.031, -0.010, -0.004], [-0.051, -0.016, 0.000], [0.005, -0.042, 0.025], [-0.004, 0.046, 0.052], [0.137, 0.033, -0.271], [0.020, -0.093, 0.085], [0.052, 0.037, -0.017], [0.185, -0.032, -0.295], [0.076, 0.012, 0.001], [0.068, -0.052, -0.005], [-0.077, -0.004, 0.192], [0.080, -0.036, 0.028], [-0.008, -0.024, -0.021], [0.090, 0.164, -0.284], [0.408, 0.034, 0.253], [-0.301, 0.144, 0.129], [-0.128, -0.072, 0.066], [-0.006, -0.025, 0.004], [-0.013, -0.006, 0.023], [0.014, 0.023, -0.017], [0.206, 0.097, 0.018], [-0.519, 0.264, 0.263], [-0.083, 0.040, 0.002], [0.502, 0.074, -0.208], [-0.027, -0.001, 0.029], [-0.004, -0.011, 0.019], [-0.288, -0.397, -0.872], [0.029, -0.050, -0.068], [-0.019, 0.011, 0.004], [-0.016, -0.019, 0.004], [0.026, 0.003, -0.042]], "nbo_charge": [0.06, 0.79, 0.21, 0.20, 0.09, 0.19, -0.34, 0.21, 0.19, 0.21, -0.26, 0.21, -0.30, -0.10, -0.72, -0.26, -0.21, 0.22, 0.20, 0.21, -0.17, -0.78, -0.36, -0.28, 0.31, 0.19, -0.09, -0.24, 0.19, 0.20, 0.21, 0.80, -0.35, -0.43, -0.22, -0.35, -0.18, -0.20, 0.08, -0.26, -0.72, -0.06, 0.08, -0.72, 0.26, 0.19, 0.19, 0.20, -0.36, -0.54, -0.23, 0.43, 0.23, 0.19, 0.29, 0.23, -0.25, 0.20, -0.43]}

2.
{"formula": "C28H22N4O4PSeSn", "method": "ωB97M-V/def2-TZVPD", "homo_lumo_gap_ev": 6.72, "homo_energy_ev": -4.914, "charge": -1, "spin_multiplicity": 1, "elements": ["C", "N", "C", "H", "H", "H", "C", "C", "H", "O", "C", "H", "H", "H", "N", "C", "C", "H", "C", "C", "H", "C", "H", "H", "C", "C", "H", "H", "N", "H", "O", "C", "O", "H", "C", "C", "C", "H", "C", "Sn", "H", "C", "P", "C", "C", "N", "C", "O", "C", "C", "H", "H", "C", "C", "C", "Se", "H", "C", "H", "H", "C"], "positions_angstrom": [[-3.778, 6.810, 1.716], [-1.031, -1.774, 0.087], [-1.322, 2.671, 0.943], [-0.285, 0.637, -4.323], [-2.623, 1.281, -1.593], [-0.258, -0.600, -2.150], [-2.947, 3.149, -0.470], [-3.341, 8.249, 3.644], [-0.456, -6.287, -3.678], [2.083, 0.136, 2.724], [-2.093, -1.612, -2.545], [-3.752, 3.686, -0.936], [-3.597, -0.459, 0.254], [-2.170, 0.314, -5.890], [-3.569, 9.202, 4.247], [-4.248, -1.324, 0.183], [-3.735, -2.492, -0.379], [-0.205, -7.766, -1.717], [-6.346, -2.420, 0.589], [-1.088, -0.045, -4.072], [-1.325, -3.989, -3.395], [-1.805, 5.046, 2.547], [-6.450, -4.483, 0.012], [-0.525, 2.768, 1.670], [-5.548, -1.284, 0.658], [-1.567, -4.174, -1.273], [-5.941, -0.372, 1.090], [-0.807, -6.943, 0.536], [-1.385, 1.666, 0.114], [-3.972, -2.449, -3.158], [3.868, 1.446, 1.157], [-0.595, -6.764, -1.593], [1.453, 2.498, 1.707], [-4.547, 7.499, 1.394], [-2.148, -0.224, -4.950], [-1.413, -5.013, -0.168], [-4.535, -3.627, -0.436], [-1.655, -4.625, 0.814], [-2.520, 4.784, 1.377], [-0.176, -0.326, 1.325], [-4.073, 5.501, 0.069], [-1.221, -4.641, -2.535], [-1.979, -2.431, -0.912], [-0.738, -5.934, -2.694], [-3.064, 7.072, 2.883], [-2.256, 3.621, 0.637], [-0.936, -6.302, -0.327], [1.567, 0.317, 0.191], [-5.836, -3.592, 0.051], [-3.185, -1.090, -4.625], [-4.015, -1.223, -5.309], [-7.362, -2.393, 0.961], [-3.160, -1.781, -3.423], [-3.508, 5.679, 0.971], [-2.073, 6.177, 3.289], [2.334, 1.159, 1.478], [-1.514, 6.371, 4.194], [-1.061, -0.735, -2.868], [-4.139, -4.542, -0.860], [-1.032, 4.367, 2.877], [-2.390, 1.951, -0.781]], "forces_ev_per_angstrom": [[0.032, 0.076, 0.108], [0.304, 0.135, -0.146], [0.168, 0.120, -0.228], [0.002, -0.005, 0.028], [-0.075, -0.001, 0.018], [0.033, 0.054, -0.054], [-0.070, -0.053, -0.178], [-0.058, 0.244, 0.150], [-0.017, 0.001, 0.001], [0.007, -0.329, 0.183], [0.041, -0.009, 0.140], [0.022, 0.018, 0.030], [-0.082, 0.029, 0.054], [0.002, 0.010, 0.007], [0.003, -0.050, -0.018], [0.082, -0.006, -0.030], [0.123, -0.075, 0.063], [-0.007, -0.002, -0.004], [-0.010, -0.036, -0.010], [0.017, 0.037, -0.060], [0.050, -0.026, -0.004], [0.076, -0.095, -0.060], [-0.007, 0.010, -0.009], [-0.058, -0.013, 0.101], [-0.020, 0.039, -0.010], [0.145, 0.130, 0.044], [0.016, 0.006, -0.002], [-0.019, 0.000, 0.002], [0.035, -0.140, -0.023], [-0.021, 0.016, -0.033], [0.723, 0.091, -0.426], [0.003, 0.003, -0.005], [-0.451, 0.662, 0.026], [0.002, -0.001, -0.014], [0.017, 0.004, -0.002], [-0.063, 0.033, -0.041], [0.057, 0.057, -0.109], [0.063, -0.051, 0.033], [-0.029, 0.225, 0.190], [-0.315, -0.271, -0.200], [0.016, -0.011, 0.005], [-0.149, 0.066, 0.018], [0.025, 0.126, 0.087], [0.032, -0.059, -0.052], [0.065, -0.292, -0.211], [-0.060, -0.162, -0.015], [-0.003, -0.022, 0.021], [-0.649, -0.199, 0.314], [-0.069, -0.020, -0.008], [-0.048, -0.034, -0.033], [-0.002, 0.007, 0.006], [0.009, 0.001, 0.021], [0.043, -0.032, 0.022], [-0.008, -0.080, -0.107], [-0.050, 0.091, 0.010], [0.200, -0.240, 0.219], [0.014, -0.005, -0.007], [-0.007, -0.066, 0.060], [-0.028, -0.017, 0.023], [0.010, 0.018, 0.009], [-0.064, 0.091, 0.105]], "nbo_charge": [-0.14, -1.62, 0.21, 0.22, 0.23, 0.26, -0.11, 0.29, 0.21, -1.11, -0.42, 0.21, 0.23, 0.21, -0.33, -0.21, -0.30, 0.21, -0.22, -0.22, 0.21, -0.25, 0.21, 0.28, -0.20, -0.41, 0.21, 0.21, -0.49, 0.21, -1.05, -0.21, -1.14, 0.22, -0.21, -0.17, -0.22, 0.23, 0.28, 1.41, 0.22, -0.14, 1.80, -0.22, -0.21, -0.39, -0.22, -1.16, -0.22, -0.23, 0.21, 0.21, -0.15, -0.26, -0.12, 2.76, 0.23, -0.18, 0.22, 0.25, -0.07]}

3.
{"formula": "C28H23AsBrClF6I2N2O7S2Zn", "method": "ωB97M-V/def2-TZVPD", "homo_lumo_gap_ev": 8.80, "homo_energy_ev": -9.035, "spin_multiplicity": 1, "elements": ["F", "C", "H", "H", "Br", "H", "C", "C", "C", "H", "C", "I", "H", "C", "C", "S", "C", "C", "C", "H", "F", "N", "C", "C", "Cl", "H", "H", "F", "F", "C", "C", "H", "O", "H", "O", "C", "H", "O", "H", "H", "N", "C", "H", "H", "C", "C", "F", "H", "H", "H", "C", "C", "O", "C", "C", "O", "S", "As", "H", "I", "Zn", "C", "H", "C", "C", "O", "C", "C", "C", "O", "H", "F", "H", "H"], "positions_angstrom": [[-1.716, -6.015, 2.364], [2.114, 1.804, -2.267], [-1.998, 1.784, 5.566], [3.436, -3.965, -2.113], [-0.203, -0.299, 6.698], [-1.017, -2.168, -4.395], [3.775, -0.287, 2.055], [-1.874, 1.588, 3.425], [-1.093, 5.059, -0.555], [0.971, 2.445, 1.412], [-0.744, 0.509, -2.346], [3.980, -1.387, -1.899], [1.216, 1.543, -4.203], [2.794, -3.102, -2.234], [3.260, 2.190, -4.336], [-2.522, -5.048, 0.033], [0.387, 3.181, 0.871], [0.053, 4.394, 1.458], [-0.676, 0.212, 4.950], [3.266, 2.198, -5.418], [-3.186, -1.575, 3.076], [-2.870, -3.488, -0.004], [-2.084, 0.859, -2.241], [-3.554, -1.632, 1.798], [2.787, 0.955, 2.899], [3.755, -0.028, 0.998], [-1.665, 5.792, -1.109], [-3.330, -4.591, 2.545], [-3.724, -6.585, 1.815], [-1.562, 1.253, 4.731], [-1.311, -1.311, -3.803], [-0.950, 6.271, 1.206], [2.025, -1.963, 2.043], [5.291, 2.809, -1.694], [-1.127, -5.295, -0.164], [4.401, 2.539, -3.631], [0.377, 4.609, 2.468], [-1.721, -1.267, -0.061], [-1.517, 1.084, 1.360], [-2.392, 1.680, -1.605], [-0.434, -0.121, 2.619], [4.399, 2.533, -2.240], [0.580, -1.270, 4.000], [4.780, -0.208, 2.452], [-2.841, -5.594, 1.806], [-0.756, 3.853, -1.151], [-3.808, -0.391, 1.373], [5.299, 2.820, -4.166], [3.252, 2.141, -0.469], [-2.565, 2.389, 3.202], [-0.690, 5.326, 0.747], [3.255, 2.164, -1.553], [-3.496, -5.727, -0.754], [2.107, 1.823, -3.653], [-2.651, -0.962, -3.701], [4.128, -2.565, 2.464], [-2.161, -2.372, 0.770], [0.589, 1.295, -1.238], [0.692, -0.859, -3.181], [1.116, -3.444, -0.977], [0.506, -1.279, 1.094], [-0.030, 2.912, -0.426], [2.429, -3.044, -3.252], [-1.290, 0.871, 2.396], [-0.353, -0.575, -3.126], [-1.111, -2.770, 1.706], [3.279, -1.730, 2.224], [-3.037, 0.123, -2.927], [-0.125, -0.458, 3.873], [1.091, 0.214, -0.078], [-1.058, 3.654, -2.173], [-4.668, -2.334, 1.699], [-4.084, 0.382, -2.838], [-3.400, -1.547, -4.218]], "forces_ev_per_angstrom": [[0.000, 0.008, -0.008], [0.027, 0.005, 0.027], [-0.001, -0.004, -0.002], [0.002, -0.001, 0.020], [-0.001, -0.001, -0.001], [0.001, 0.003, 0.006], [-0.026, 0.021, -0.013], [0.003, 0.000, -0.021], [0.004, 0.002, 0.006], [0.002, -0.009, 0.020], [0.025, 0.031, -0.063], [-0.017, 0.056, 0.043], [0.004, 0.003, 0.005], [-0.001, -0.059, -0.004], [-0.008, 0.001, 0.004], [-0.042, 0.034, 0.045], [-0.005, -0.009, 0.009], [0.002, -0.021, 0.012], [0.001, 0.009, -0.004], [0.001, -0.002, 0.004], [0.004, 0.018, -0.002], [-0.126, -0.049, 0.009], [-0.025, 0.023, 0.013], [-0.003, -0.014, 0.016], [-0.043, -0.031, -0.001], [-0.016, -0.005, -0.036], [0.001, -0.001, 0.003], [-0.019, 0.026, -0.003], [0.007, -0.004, -0.017], [0.007, -0.002, 0.013], [-0.020, -0.011, -0.012], [-0.001, -0.002, -0.002], [-0.259, -0.023, 0.179], [-0.002, 0.001, -0.002], [0.030, -0.030, -0.002], [0.007, -0.004, -0.015], [-0.002, 0.000, -0.003], [-0.056, 0.055, 0.015], [-0.012, -0.005, -0.017], [0.002, -0.010, 0.002], [0.042, -0.134, -0.044], [0.009, -0.011, 0.015], [-0.001, 0.003, -0.004], [0.012, -0.013, -0.012], [-0.003, 0.003, 0.020], [-0.022, 0.006, -0.006], [0.022, 0.007, 0.007], [-0.003, 0.000, 0.004], [-0.005, -0.007, 0.000], [0.003, -0.002, 0.002], [-0.009, 0.012, 0.000], [-0.006, 0.010, -0.025], [-0.001, -0.001, -0.024], [-0.013, -0.001, -0.011], [-0.004, 0.006, 0.004], [-0.075, 0.013, 0.013], [0.141, 0.060, -0.086], [-0.124, -0.144, -0.134], [0.010, -0.005, 0.003], [0.086, -0.193, -0.184], [0.186, 0.448, 0.158], [0.014, -0.011, 0.009], [-0.020, -0.002, 0.010], [0.010, 0.042, 0.018], [0.003, 0.003, 0.009], [0.040, -0.115, -0.060], [0.147, 0.036, -0.154], [0.017, 0.005, 0.002], [0.000, -0.001, 0.010], [0.088, 0.034, 0.216], [0.014, -0.003, 0.007], [-0.002, -0.037, 0.013], [-0.001, -0.002, -0.003], [0.004, -0.006, 0.004]], "lowdin_charge": [0.15, -0.33, 0.11, -0.04, 0.79, 0.11, -0.46, -0.03, -0.07, 0.05, -0.31, 0.86, 0.10, -1.13, -0.07, 0.60, -0.11, -0.06, -0.66, 0.11, 0.14, -0.29, -0.10, -0.65, 0.59, 0.01, 0.11, 0.12, 0.15, -0.09, -0.06, 0.11, -0.17, 0.11, -0.40, -0.07, 0.11, -0.33, 0.11, 0.10, 0.02, -0.08, 0.11, 0.07, -0.65, -0.09, 0.13, 0.11, 0.11, 0.12, -0.07, -0.13, -0.26, -0.10, -0.06, 0.06, 0.57, 1.23, 0.09, 1.10, 0.53, -0.30, -0.05, -0.14, -0.12, -0.33, -0.71, -0.06, -0.18, -0.51, 0.11, 0.15, 0.11, 0.11]}